Below is a structure of composition C5H3F3 in a non-equilibrium geometry, with properties calculated with wB97M-V/def2-TZVPD.

Geometry as XYZ:
```
11
Properties=species:S:1:pos:R:3:forces:R:3:mulliken_charge:R:1
C 1.681887 -1.142339 0.191829 0.858 0.859 1.230 -0.646
C 1.028357 -0.171010 0.689058 0.056 0.554 1.306 -0.053
C 0.498311 -0.917053 -0.764003 -1.811 3.252 -1.157 0.360
C -0.077559 0.814603 0.938673 1.489 0.594 1.442 0.256
C -0.805128 0.165535 -0.163291 -2.277 -0.971 -2.267 0.009
F 0.926686 -0.367515 -1.961411 -0.141 -0.268 0.508 -0.273
F 0.289535 2.120286 0.647950 0.304 0.052 -0.813 -0.273
F -1.900478 -0.674306 0.294438 2.014 1.556 -0.710 -0.299
H 0.126044 -1.865959 -0.905399 -1.462 -1.823 -0.426 0.318
H -0.547588 1.019016 1.909168 0.019 -1.536 -0.069 0.299
H -1.220067 1.018742 -0.877012 0.951 -2.268 0.957 0.301
```
Positions in Å, forces in eV/Å.

Summary:
E_LUMO ... 0.5 eV
Charge ... 0


Below is a structure of composition C5H3F6NO5RuS7, with properties calculated with wB97M-V/def2-TZVPD.

Geometry as XYZ:
```
28
Properties=species:S:1:pos:R:3:forces:R:3:mulliken_charge:R:1
Ru -0.563574 -0.639421 -0.130433 0.310 0.217 0.094 0.505
S -1.556165 3.543285 1.311927 0.017 -0.003 0.004 -0.335
C -1.276741 2.019890 0.789478 -0.069 -0.008 -0.048 0.247
S -1.452102 1.380298 -0.803696 0.032 0.072 -0.009 -0.304
S -0.781841 0.652880 1.768833 0.042 -0.134 0.053 -0.352
F 3.721529 -1.602620 -2.964331 -0.012 0.002 -0.012 -0.241
C 2.652676 -0.917952 -2.556546 -0.014 -0.004 0.004 0.661
F 1.565110 -1.657820 -2.768620 0.056 -0.016 0.015 -0.191
F 2.555172 0.196746 -3.276046 0.014 0.013 -0.010 -0.231
S 2.819938 -0.484655 -0.772028 0.135 -0.146 0.099 1.180
O 1.562769 0.153748 -0.431167 -0.308 -0.023 -0.252 -0.584
O 3.997359 0.313898 -0.721330 -0.038 0.000 0.029 -0.625
N 3.062105 -1.864178 -0.059960 -0.103 0.046 -0.051 -0.508
S 1.991878 -2.802739 0.596867 0.052 0.127 0.013 0.876
O 2.289345 -3.105722 1.957497 0.005 -0.017 -0.020 -0.595
O 0.609492 -2.499907 0.258406 -0.058 -0.085 0.094 -0.410
C 2.286807 -4.377570 -0.311838 0.026 -0.013 -0.017 0.619
F 1.439103 -5.305228 0.137174 0.033 0.032 -0.022 -0.215
F 3.533044 -4.804313 -0.107927 -0.066 0.017 -0.015 -0.221
F 2.095838 -4.220719 -1.619726 0.010 -0.008 0.047 -0.218
C -4.484898 -3.635386 -0.594890 0.019 0.009 -0.005 -0.747
O -3.515385 -3.184291 -1.545490 0.045 -0.074 0.026 -0.314
C -2.597995 -2.333841 -1.112535 -0.217 0.253 -0.045 0.659
S -2.522206 -1.699146 0.447205 -0.063 -0.186 0.076 -0.240
S -1.444470 -1.715559 -2.165157 0.153 -0.085 -0.045 -0.343
H -5.128192 -4.322626 -1.135499 -0.002 0.005 -0.004 0.233
H -5.061105 -2.791517 -0.215201 -0.004 0.003 0.004 0.351
H -3.994394 -4.145236 0.234331 0.004 0.005 -0.002 0.342
```
Positions in Å, forces in eV/Å.

Summary:
E_LUMO (spin up / spin down) ... 2.4 / 1.6 eV
Charge ... -1
2S+1 ... 2
⟨S²⟩ ... 0.759


ΔE to the lowest compared entry with this formula, charge and spin readings, ordered: 107.09 0.00 kcal per mole
Electronic energy readings, ordered: -491.69667 -4104.82008 a.u.